(1)
{
  "formula": "C4H7IO2S",
  "method": "the ωB97M-V functional and the def2-TZVPD basis",
  "species": ["I", "S", "O", "O", "C", "C", "C", "C", "H", "H", "H", "H", "H", "H", "H"],
  "coordinates": [[-0.0461, 1.8514, 0.1293], [-2.2092, -0.6286, 0.6661], [-2.6119, 0.4493, 1.5465], [2.5110, -1.0367, 1.4347], [-3.0720, -0.2692, -0.9769], [3.9955, 0.5298, 0.3816], [3.2246, -0.3011, 0.9182], [-0.4609, -0.2670, 0.0884], [0.3052, -0.9175, 0.6527], [5.0981, 0.2796, 0.2964], [-2.8871, 0.7479, -1.0539], [-4.1553, -0.4397, -1.0078], [3.5759, 1.3666, -0.2021], [-2.7683, -0.9847, -1.7562], [-0.4998, -0.3799, -1.1171]],
  "mol_weight_g_mol": 246.07,
  "e_above_lowest_ev": 2.1810,
  "e_lumo_ev": 0.15,
  "gap_ev": 9.3,
  "charge": 0,
  "e_tot_ev": -27289.27043,
  "multiplicity": 1
}

***

(2)
{
  "formula": "C59H48BrCl8GeN3OP2SW",
  "method": "the ωB97M-V functional and the def2-TZVPD basis",
  "species": ["W", "Br", "Ge", "Cl", "Cl", "Cl", "Cl", "Cl", "Cl", "Cl", "Cl", "S", "P", "P", "O", "N", "N", "N", "C", "C", "C", "C", "C", "C", "C", "C", "C", "C", "C", "C", "C", "C", "C", "C", "C", "C", "C", "C", "C", "C", "C", "C", "C", "C", "C", "C", "C", "C", "C", "C", "C", "C", "C", "C", "C", "C", "C", "C", "C", "C", "C", "C", "C", "C", "C", "C", "C", "C", "C", "C", "C", "C", "C", "C", "C", "C", "C", "H", "H", "H", "H", "H", "H", "H", "H", "H", "H", "H", "H", "H", "H", "H", "H", "H", "H", "H", "H", "H", "H", "H", "H", "H", "H", "H", "H", "H", "H", "H", "H", "H", "H", "H", "H", "H", "H", "H", "H", "H", "H", "H", "H", "H", "H", "H", "H"],
  "coordinates": [[-0.0779, -0.0296, 0.2377], [0.6000, -3.2409, -1.2651], [-1.6863, -1.6462, 1.6991], [3.3490, -0.7819, 4.0842], [-2.5134, 5.1494, 3.7271], [3.9245, -3.1964, 2.5096], [1.0457, 1.5021, 1.9365], [-4.6659, 3.8068, 1.9373], [1.7140, -3.1640, 4.4090], [0.4392, 4.0115, 3.6820], [-3.9991, 1.5147, 0.0979], [4.3435, 2.5596, -5.4724], [2.0445, 0.1782, -1.4110], [-0.2187, 1.7553, -1.6137], [-3.5414, -3.0012, -4.1484], [-1.0459, -1.0404, -1.4202], [1.3407, 1.4800, -2.2518], [1.0978, -1.3064, 1.3860], [-0.9203, 0.5261, -4.0806], [-2.7334, 2.0947, 1.1186], [1.8812, 2.1383, -3.4423], [-1.3973, -1.4381, 3.6280], [5.5295, 3.5164, -6.3728], [1.8016, -1.7199, 2.2084], [-5.6983, -0.3961, 2.0402], [-3.5932, 1.3356, -3.8442], [4.2591, -0.5485, -2.9782], [-1.4827, 1.0429, -2.7708], [-0.3203, -4.3092, 1.7088], [-0.2826, -5.6915, 1.7186], [-4.3540, -0.6491, 2.2827], [-2.7098, 1.9021, -3.0381], [-2.1161, -0.2178, -2.0359], [5.2690, 0.2423, 1.0478], [3.5801, 3.7687, -4.3940], [2.1252, -1.3968, -3.6937], [2.9764, 3.1509, -3.1342], [-0.3172, 3.5505, -1.6115], [4.6192, 2.5381, 0.7405], [-1.2046, -1.2834, 6.4264], [2.7168, -1.9515, -4.8179], [-2.6187, -5.7420, 1.2093], [2.6763, -2.2191, 3.2998], [4.2408, -0.1623, 0.2131], [3.4033, 0.7846, -0.3792], [0.1600, 4.2401, -0.4959], [4.8509, -1.1141, -4.0983], [-0.5800, 2.1984, 1.9609], [-1.4387, -6.4183, 1.4590], [-2.6469, -4.3508, 1.2112], [2.8894, -0.6980, -2.7601], [-1.4598, 1.5122, 1.1400], [5.4620, 1.5942, 1.3088], [-0.8154, 3.3060, 2.7538], [-0.1863, 6.3307, -1.6245], [-6.2662, -0.7511, 0.8269], [-1.4922, -2.4921, 5.8118], [-0.6353, 5.6532, -2.7502], [-0.8357, -2.2258, -1.9026], [-1.1336, -0.2278, 4.2691], [-1.0269, -0.1482, 5.6504], [-3.0701, 3.1909, 1.9317], [-2.1169, 3.8075, 2.7520], [-3.5578, -1.2615, 1.3165], [-0.7021, 4.2681, -2.7480], [-2.7442, -2.3117, -3.3395], [-5.4885, -1.3735, -0.1425], [3.5909, 2.1348, -0.1003], [-1.4945, -3.5979, 1.4408], [-1.5828, -2.5684, 4.4295], [-1.6220, -2.9054, -2.8786], [-3.1090, -0.9082, -3.0023], [-4.1478, -1.6231, 0.1042], [4.0842, -1.8185, -5.0166], [0.2179, 5.6249, -0.4999], [-3.2117, -0.0405, -4.3221], [-1.8228, -0.0143, -4.8879], [4.3291, 4.5299, -4.1709], [-1.8055, -3.5256, 3.9785], [-3.5995, -3.8666, 1.0558], [4.5521, -2.2771, -5.8764], [1.0551, -1.4990, -3.5608], [0.4901, 3.7021, 0.3805], [-4.3421, -2.5122, -4.3850], [0.6063, -3.7898, 1.9256], [-3.9445, -0.4578, -5.0089], [2.5626, 3.9788, -2.5528], [-7.3147, -0.5647, 0.6440], [-2.6913, 0.1590, -1.1891], [5.9189, -1.0276, -4.2373], [-3.5314, -6.2924, 1.0285], [6.2670, 1.9094, 1.9573], [2.8105, 4.2394, -5.0217], [-4.5420, 1.7750, -4.1083], [-1.3771, -3.9181, -3.1542], [5.9188, -0.4954, 1.4960], [0.6428, -6.2042, 1.9394], [-1.0314, 0.6827, 3.6980], [-6.3052, 0.0695, 2.8042], [-1.5932, -0.4552, -5.8453], [2.2568, 1.3642, -4.1199], [0.1319, 0.5475, -4.3113], [-0.9515, 6.2046, -3.6244], [-1.4195, -7.4978, 1.4712], [-1.1367, -1.2234, 7.5030], [-0.1556, 7.4114, -1.6243], [-3.5659, -2.1604, -0.6400], [4.1115, -1.2197, 0.0062], [-1.6520, -3.3784, 6.4098], [-1.0675, 3.7572, -3.6293], [-4.1018, -0.9240, -2.5394], [-5.9454, -1.6912, -1.0717], [2.9201, 2.8779, -0.5198], [-3.9320, -0.3723, 3.2416], [6.2754, 3.8974, -5.6710], [1.0601, 2.6392, -3.9615], [4.8775, -0.0181, -2.2660], [4.7599, 3.5880, 0.9552], [0.5689, 6.1513, 0.3765], [2.1131, -2.4993, -5.5265], [-0.8230, 0.8031, 6.1227], [5.9909, 2.8781, -7.1206], [5.0197, 4.3622, -6.8402], [3.7681, 2.6980, -2.5342], [-2.8740, 2.8395, -2.5346]],
  "mol_weight_g_mol": 1529.05,
  "e_above_lowest_ev": 0.0566,
  "e_lumo_ev": [-7.04, -11.50],
  "gap_ev": [7.1, 2.5],
  "charge": 3,
  "s_squared": 3.781,
  "e_tot_ev": -326430.42636,
  "multiplicity": 4
}

***

(3)
{
  "formula": "C2H14O5",
  "method": "the ωB97M-V functional and the def2-TZVPD basis",
  "species": ["O", "O", "O", "O", "O", "C", "C", "H", "H", "H", "H", "H", "H", "H", "H", "H", "H", "H", "H", "H", "H"],
  "coordinates": [[2.2583, -0.9545, -1.3690], [-0.4367, -0.1000, -2.2817], [1.0740, 0.5421, 0.9596], [-2.3413, -0.6849, 0.2080], [-1.2268, 1.7199, 0.0732], [-2.0614, -1.9854, 0.6927], [1.9474, 1.6468, 1.1208], [2.2812, -0.8378, -0.4129], [-1.0232, 1.0758, -0.6790], [-1.4278, 2.5701, -0.3526], [-1.8468, -2.0469, 1.7174], [2.1980, 1.6663, 2.1578], [0.3231, -0.5476, -1.8359], [0.2113, 0.8985, 0.9135], [-1.2213, -0.5209, -1.9204], [1.3988, 2.5336, 0.9220], [2.7670, 1.5496, 0.4014], [-1.7831, -0.0314, 0.6339], [-2.8921, -2.6012, 0.4327], [-1.1852, -2.3308, 0.1792], [2.9867, -1.5613, -1.5608]],
  "mol_weight_g_mol": 118.13,
  "e_above_lowest_ev": 1.2886,
  "e_lumo_ev": 0.64,
  "gap_ev": 11.1,
  "charge": 0,
  "e_tot_ev": -12537.86886,
  "multiplicity": 1,
  "smiles": "CO.CO.O.O.O"
}

***

(4)
{
  "formula": "C41H28BClNO8P",
  "method": "the ωB97M-V functional and the def2-TZVPD basis",
  "species": ["Cl", "P", "O", "O", "O", "O", "O", "O", "O", "O", "N", "C", "C", "C", "C", "C", "C", "C", "C", "C", "C", "C", "C", "C", "C", "C", "C", "C", "C", "C", "C", "C", "C", "C", "C", "C", "C", "C", "C", "C", "C", "C", "C", "C", "C", "C", "C", "C", "C", "C", "C", "C", "B", "H", "H", "H", "H", "H", "H", "H", "H", "H", "H", "H", "H", "H", "H", "H", "H", "H", "H", "H", "H", "H", "H", "H", "H", "H", "H", "H", "H"],
  "coordinates": [[1.1119, 7.3716, 2.9108], [-0.5089, 6.1129, 2.5428], [-1.2899, 6.0466, 3.9938], [1.9532, -2.8730, -5.4279], [1.5972, -4.1191, -0.2395], [-5.2434, -2.9175, -2.8153], [2.5740, 1.0299, 5.2045], [2.2631, 5.0099, 1.2817], [-0.1680, 1.0221, 2.0572], [-4.2680, 1.7841, -0.4650], [5.3425, 4.5903, 4.5991], [0.2572, 4.4317, 2.4348], [3.6257, -4.9011, -4.4777], [-5.7735, 1.8162, -2.8215], [-2.8717, -2.8785, 0.6256], [-3.9020, -0.5394, -0.4601], [3.4843, -5.5071, -1.7668], [2.4908, -0.6002, 3.2154], [4.3751, -6.1817, -2.5842], [-0.4556, 3.3226, 2.6539], [-1.9153, 3.2168, 2.9655], [4.1164, 4.3714, 4.1531], [0.3158, 2.0182, 2.5514], [-2.5769, -1.6497, 1.2088], [2.4388, 3.1749, 2.8281], [0.8674, -2.7268, -1.9921], [0.2275, -1.3335, -3.8531], [1.7230, 4.2803, 2.0822], [-4.9997, -1.8479, -2.2979], [-3.6684, -2.9387, -0.5052], [2.6602, -4.5240, -2.3004], [-6.4959, 1.7657, -4.0015], [3.8459, 3.3519, 3.2735], [4.8072, 2.5228, 2.7671], [6.0852, 2.7507, 3.2334], [0.9794, -2.3835, -3.3419], [1.8936, -3.1345, -4.2444], [-4.1778, -1.7703, -1.0584], [-5.5075, -0.5802, -2.8909], [-4.4658, 0.7199, -1.0166], [2.7397, -4.2120, -3.6592], [-0.0153, -2.0358, -1.1729], [-5.2693, 0.6464, -2.2668], [1.6974, -3.8169, -1.4117], [1.7272, 2.0765, 3.0709], [-6.7175, 0.5459, -4.6332], [-6.2285, -0.6242, -4.0773], [-0.7681, -0.9944, -1.6878], [-3.0948, -0.4849, 0.6706], [4.4408, -5.8835, -3.9416], [-0.6393, -0.6372, -3.0266], [6.2597, 3.7635, 4.1337], [2.2927, 0.8313, 3.8734], [3.4305, -5.7409, -0.7124], [7.2690, 3.9099, 4.5107], [-1.2195, 0.1856, -3.4255], [-6.4034, -1.5727, -4.5665], [-1.9429, -1.6020, 2.0850], [-0.1099, -2.3101, -0.1318], [2.9595, -0.4639, 2.2375], [1.5291, -1.1039, 3.1290], [3.3682, 0.5190, 5.4008], [3.1990, -1.1672, 3.8265], [-5.5968, 2.7642, -2.3320], [6.9127, 2.1348, 2.9180], [-6.8849, 2.6781, -4.4342], [-3.8925, -3.8928, -0.9625], [-1.4528, -0.4568, -1.0486], [-2.3906, 2.5449, 2.2446], [-2.4503, 4.1576, 2.9019], [-2.0597, 2.7379, 3.9365], [-7.2747, 0.5099, -5.5602], [5.0195, -6.9438, -2.1656], [-2.8661, 0.4670, 1.1296], [3.6790, -4.6654, -5.5317], [-0.8728, 5.3484, 4.5203], [3.3143, 5.0147, 4.4958], [4.5794, 1.7351, 2.0643], [-2.4721, -3.7898, 1.0520], [0.3237, -1.0597, -4.8949], [5.1329, -6.4168, -4.5802]],
  "mol_weight_g_mol": 739.91,
  "e_lumo_ev": -1.22,
  "gap_ev": 7.9,
  "charge": 0,
  "e_tot_ev": -83331.70833,
  "multiplicity": 1,
  "smiles": "CB(O)C1=C(c2cccnc2)C(=O)C(P(O)Cl)=C(C)C1=O.O=C1c2ccccc2C(=O)c2ccccc21.O=C1c2ccccc2C(=O)c2ccccc21"
}